(1)
C24H33FN5OPt as an isolated structure. Source: the OMol25 dataset; level of theory: the ωB97M-V functional and the def2-TZVPD basis.

Atoms and positions in Å:
Pt (-1.16, 0.23, -1.21)
F (-0.15, 2.94, -0.34)
O (-1.64, -0.23, -3.10)
N (1.63, 1.26, -1.79)
N (-1.37, -0.26, -5.31)
N (0.76, 0.21, -1.80)
N (-0.73, 0.42, 0.76)
N (-0.81, 1.65, -4.13)
C (-0.21, 1.30, 2.93)
C (2.80, 0.92, -2.37)
C (1.41, -0.82, -2.37)
C (2.69, -0.40, -2.73)
C (0.01, -2.75, 2.51)
C (-3.44, -0.64, 0.96)
C (0.53, 3.57, 3.13)
C (-2.18, -1.41, 1.34)
C (-2.33, -2.64, 1.92)
C (0.26, -1.50, 1.96)
C (2.35, -0.93, 3.24)
C (0.21, 2.33, 3.71)
C (-3.65, -0.39, -0.52)
C (0.00, 2.74, 0.96)
C (-0.28, 1.43, 1.50)
C (0.81, -2.17, -2.54)
C (3.91, 1.90, -2.54)
C (2.50, -2.05, 1.00)
C (-0.87, -0.82, 1.36)
C (0.40, 3.78, 1.74)
C (-1.28, 0.39, -4.16)
C (-3.63, 0.65, 1.77)
C (-1.24, -3.32, 2.48)
C (1.70, -1.05, 1.85)
H (3.51, -1.67, 0.87)
H (-4.68, 0.95, 1.74)
H (3.67, 2.62, -3.32)
H (2.41, -1.90, 3.73)
H (-0.98, 2.20, -3.30)
H (-3.70, -1.28, -1.13)
H (-3.05, 1.49, 1.37)
H (-1.75, -1.19, -5.30)
H (1.54, -2.94, -2.28)
H (1.81, -0.25, 3.90)
H (-1.27, 0.20, -6.20)
H (-3.37, 0.51, 2.82)
H (0.83, -3.30, 2.95)
H (3.46, -1.01, -3.19)
H (1.30, 2.18, -1.55)
H (3.37, -0.56, 3.13)
H (-1.41, -4.30, 2.90)
H (-0.08, -2.31, -1.92)
H (-0.60, 2.14, -4.98)
H (0.26, 2.22, 4.79)
H (1.75, -0.08, 1.36)
H (-4.52, 0.25, -0.70)
H (2.57, -3.02, 1.50)
H (-3.31, -3.08, 2.00)
H (-4.26, -1.31, 1.23)
H (0.84, 4.39, 3.76)
H (0.60, 4.74, 1.30)
H (4.11, 2.45, -1.62)
H (4.82, 1.38, -2.83)
H (-2.89, 0.29, -1.06)
H (0.54, -2.33, -3.58)
H (2.05, -2.20, 0.02)
H (-0.55, 0.38, 3.39)

Computed properties:
HOMO energy (alpha / beta) ... -18.004 / -17.890 eV
Strongest force on any atom ... 0.7 eV/A
Charge ... +3
Relative energy (zero: lowest compared OMol25 entry of this formula, charge and spin) ... 0.67 kcal/mol
Gap between HOMO and LUMO (alpha / beta) ... 0.2220 / 0.1989 Eh

=====

(2)
C24H33N3O2STi as an isolated structure in a non-equilibrium geometry. Source: the OMol25 dataset; level of theory: the ωB97M-V functional and the def2-TZVPD basis.

Atoms and positions in Å:
Ti (0.96, -0.44, 0.91)
S (2.85, -0.93, 2.54)
O (2.12, -0.81, -0.67)
O (0.00, 0.66, -0.11)
N (0.81, -2.72, 2.40)
N (1.66, -2.32, 4.48)
N (0.85, -2.33, 1.07)
C (-1.72, -1.21, -1.38)
C (0.27, 2.78, -1.15)
C (1.95, -1.78, -1.52)
C (1.69, -3.86, -3.43)
C (1.68, -2.08, 3.13)
C (1.30, -3.01, -1.18)
C (2.45, -1.65, -2.84)
C (-2.21, -0.83, 2.69)
C (2.08, 2.60, 0.74)
C (2.32, -2.66, -3.77)
C (-2.17, 2.41, -2.44)
C (-0.29, 3.78, -1.94)
C (-3.66, 0.22, -0.64)
C (-0.02, 0.43, 2.64)
C (2.67, 2.36, -1.68)
C (1.20, -4.02, -2.15)
C (-1.51, 3.62, -2.57)
C (-2.49, 0.09, -1.62)
C (-0.46, 1.58, -0.95)
C (1.70, 3.01, -0.68)
C (-1.55, 0.54, 2.61)
C (-1.66, 1.38, -1.65)
C (-2.09, 1.43, 3.73)
C (0.88, -3.27, 0.16)
H (-4.26, 1.10, -0.86)
H (1.24, -3.19, 4.76)
H (-1.67, 2.44, 3.66)
H (-3.10, 2.24, -2.97)
H (-1.81, 1.02, 4.71)
H (2.70, -2.52, -4.77)
H (0.68, -4.29, 0.48)
H (0.26, 4.70, -2.08)
H (-1.85, 1.01, 1.66)
H (-1.95, -1.31, 3.64)
H (3.70, 2.62, -1.45)
H (-2.91, 0.01, -2.63)
H (-4.31, -0.66, -0.71)
H (-2.36, -2.05, -1.64)
H (1.59, -4.66, -4.15)
H (-1.85, -1.49, 1.89)
H (-3.18, 1.52, 3.70)
H (-1.43, -1.32, -0.33)
H (2.57, 1.27, -1.63)
H (1.86, 4.09, -0.74)
H (-3.30, -0.77, 2.62)
H (2.45, 2.68, -2.70)
H (0.72, -4.95, -1.86)
H (2.94, -0.73, -3.10)
H (2.12, 1.52, 0.86)
H (-3.30, 0.29, 0.38)
H (0.38, 1.45, 2.73)
H (-0.82, -1.27, -1.99)
H (1.37, 3.00, 1.47)
H (0.25, -0.06, 3.59)
H (-1.92, 4.41, -3.19)
H (3.08, 2.99, 0.97)
H (2.50, -2.06, 4.96)

Computed properties:
HOMO energy (alpha / beta) ... -3.385 / -4.449 eV
Strongest force on any atom ... 2.6 eV/A
Charge ... -1
Relative energy (zero: lowest compared OMol25 entry of this formula, charge and spin) ... 40.84 kcal/mol
Gap between HOMO and LUMO (alpha / beta) ... 0.2316 / 0.2701 Eh
Expectation value of S² ... 0.774
Spin multiplicity ... 2